(1)
Molecular formula: C22H28As2BrCaClF6N4O9S2
Method: DFT, wB97M-V/def2-TZVPD

The geometry in XYZ format:
```
76
Properties=species:S:1:pos:R:3:forces:R:3:lowdin_charge:R:1
H 2.884544 1.133486 -3.120054 -0.0005 -0.0029 -0.0051 0.0299
H 4.719166 -2.514019 1.702215 -0.0020 0.0009 0.0071 0.0878
N -1.070265 -0.342494 -3.564916 -0.0071 -0.0198 0.0233 0.0476
C 0.153161 5.398895 -0.154454 0.0201 -0.0220 0.0266 -0.1879
H 1.701057 -4.637783 2.304914 -0.0388 0.0195 0.0024 0.0325
H 1.679031 2.000891 -2.127952 0.0056 0.0146 -0.0218 0.0119
H -4.866290 -0.450465 -2.844515 -0.0003 -0.0030 0.0013 0.1111
C 4.510474 -1.659467 1.070702 -0.0491 -0.0161 -0.0203 -0.1078
H 3.823140 1.400783 -1.143639 0.0000 -0.0027 0.0059 0.0795
C -1.196173 2.509227 -0.105752 0.0591 0.0946 -0.0656 -0.2518
O 0.490394 0.069275 2.135876 -0.2273 -0.0315 0.0993 -0.4093
H 5.806177 1.358852 0.281111 0.0018 -0.0021 0.0007 0.1035
C -0.489042 -0.163619 4.516835 0.0144 0.0821 0.0477 -0.6818
O -0.394610 5.987745 1.007212 -0.0049 0.0523 -0.0345 -0.1209
C -1.727811 -1.498336 -3.529713 -0.0232 0.0333 0.0016 -0.2013
O -0.892788 -5.191388 0.169168 -0.0081 0.1475 -0.0432 -0.3042
C -3.119499 0.791581 -3.083065 -0.0167 0.0088 0.0199 -0.0601
As 2.029417 -3.071534 0.390246 -0.0864 0.1529 -0.0091 1.1405
O -2.948395 -0.603337 0.195872 -0.0473 0.0389 0.1255 -0.3802
C 1.864888 1.118097 -2.738666 -0.0384 -0.1792 0.0844 -0.3084
H -2.544689 3.506610 1.749157 -0.0098 0.0278 -0.0240 0.1033
O -0.711872 2.032871 3.040798 0.0378 -0.0725 0.0105 -0.2426
H -3.630681 1.726047 -2.893992 -0.0002 -0.0035 -0.0019 0.1086
O -1.384956 -3.227938 1.403631 -0.0221 0.0254 0.0736 -0.4814
C -4.416242 -0.918953 2.339630 -0.1191 0.0360 -0.0364 -0.6831
S -3.190646 0.115840 1.432620 -0.3386 0.3625 0.2473 0.6001
H 1.165213 1.086447 -3.571132 -0.0212 0.0399 -0.0076 0.0023
C 5.396598 -0.594675 1.070821 0.0098 0.0287 -0.0144 -0.0833
H 0.626400 6.195381 -0.727535 -0.0068 0.0111 0.0064 0.1297
C 5.131915 0.511743 0.278779 0.0310 -0.0068 0.0289 -0.0835
C -0.993561 5.014823 1.853868 0.0629 -0.0281 0.0094 -0.1742
H -0.515925 4.204386 -1.839753 -0.0085 -0.0088 0.0041 0.1248
H 1.840344 -2.977272 2.899831 0.0262 -0.0042 0.0223 0.0218
F 0.734676 0.080526 4.976895 -0.0322 0.0338 0.0091 0.1533
N -0.828496 1.414422 -0.107674 -0.0061 -0.2740 -0.0196 0.1500
H 6.282597 -0.625741 1.691787 -0.0001 0.0045 0.0016 0.1037
C 2.014170 -1.855422 -2.993140 -0.0821 0.0351 -0.0890 -0.2998
N -1.643544 3.749424 -0.128222 -0.1103 -0.0958 -0.0396 -0.0594
H 1.601514 -2.812051 -2.675903 0.0260 -0.0167 -0.0251 0.0022
Br -3.947712 -3.245662 -3.287965 -0.0191 -0.0373 0.0160 0.8024
H 3.304563 -3.899312 2.477210 0.0062 -0.0127 -0.0205 0.0168
H -1.356886 5.542802 2.733765 -0.0004 0.0094 0.0002 0.1350
C -3.806089 -0.411419 -3.053288 -0.0152 -0.0046 0.0081 -0.1082
Cl -1.650778 -3.984361 0.163669 0.0356 0.0803 -0.0745 0.6480
H 2.295118 -5.367610 -0.627389 0.0005 -0.0104 -0.0159 0.0269
N -1.971019 -0.074036 2.401675 0.1683 -0.5558 -0.2245 -0.3589
C 2.265308 -3.709910 2.214917 0.0293 -0.0428 0.0122 -0.2900
C 3.358879 -1.640470 0.286221 0.1315 -0.0783 0.1175 -0.4234
C 3.109974 -0.540327 -0.543074 0.1169 0.1615 -0.0981 -0.4234
H 3.161855 -4.153388 -1.598354 -0.0052 -0.0429 -0.0180 0.0075
H -2.930169 5.017637 0.899808 0.0020 -0.0001 -0.0212 0.1364
C -2.134761 4.312267 1.144425 0.0138 0.0203 0.0858 -0.1020
F -0.665770 -1.475626 4.424942 0.0369 -0.0114 0.0048 0.1540
C -3.093418 -1.571756 -3.289793 0.0495 0.0359 -0.0008 -0.6774
H 0.920129 4.661065 0.123035 -0.0015 0.0061 -0.0010 0.1313
F -5.515941 -1.000165 1.596018 0.0326 0.0116 0.0178 0.1584
H -1.197267 1.701697 -3.377458 0.0081 -0.0018 -0.0011 0.0930
H -1.154726 -2.404556 -3.684934 0.0043 0.0064 -0.0145 0.1030
C -1.761671 0.775266 -3.346942 0.0100 -0.0131 0.0007 -0.1696
F -4.711446 -0.336405 3.497109 0.0063 0.0149 0.0273 0.1559
H -0.247160 4.275460 2.170640 -0.0276 0.0590 -0.0282 0.1141
C 4.002883 0.531660 -0.524621 -0.0394 -0.0417 -0.0438 -0.1132
S -0.655138 0.617668 2.854517 0.1281 0.4930 0.6033 0.5870
O -3.045171 -4.222840 0.030258 0.1963 0.0027 0.0287 -0.3009
H 1.564104 -1.581516 -3.946711 -0.0225 -0.0046 0.0016 0.0206
C -0.931512 4.718201 -0.973056 0.0597 0.0372 0.0244 -0.1067
As 1.509979 -0.493424 -1.688128 0.0434 -0.0234 0.2694 1.1021
C 2.949238 -4.498509 -0.589516 -0.0639 0.1268 0.1338 -0.2757
F -3.935743 -2.126648 2.561026 -0.0111 -0.0111 -0.0159 0.1693
H 3.095175 -1.924763 -3.099786 0.0058 0.0048 0.0106 0.0344
Ca -0.660712 -1.150485 0.495014 0.4291 -0.5468 -1.2011 1.1518
O -3.715645 1.441538 1.358815 -0.0655 -0.0145 -0.0419 -0.2414
H -1.662490 5.452203 -1.315728 -0.0040 -0.0040 0.0072 0.1327
O -1.175384 -3.090750 -0.911295 -0.1945 -0.0546 0.0582 -0.5017
F -1.383304 0.346625 5.353172 -0.0312 -0.0209 -0.0148 0.1599
H 3.883341 -4.752986 -0.090095 -0.0006 0.0022 0.0062 0.0293
```
Positions in Å, forces in eV/Å.

HOMO level: -0.3178 hartree
Energy: -11330.087644 Ha
M: 975.9 g/mol
Frontier orbital gap: 8.976 eV
LUMO: 0.33 eV



(2)
Molecular formula: C22H28As2BrCaClF6N4O9S2
Method: DFT, wB97M-V/def2-TZVPD

The geometry in XYZ format:
```
76
Properties=species:S:1:pos:R:3:forces:R:3:lowdin_charge:R:1
F 1.710089 -0.418184 4.382148 0.0031 -0.0272 0.0037 0.1726
C -3.647183 0.915820 -1.828584 0.0896 -0.0605 -0.0401 -0.4146
C 6.273833 1.494781 -0.421157 0.0091 0.0171 0.0125 -0.1803
H -4.665153 1.838776 1.022849 -0.0081 -0.0021 0.0108 0.0213
H 4.575952 0.815430 0.758160 0.0088 0.0093 -0.0111 0.1278
O 0.839770 -1.670763 0.191172 -0.5001 0.1420 0.1985 -0.4635
C -3.629322 1.523011 1.134589 -0.0100 0.0167 0.0170 -0.2800
C 3.524389 -2.799433 -2.395310 0.0345 0.0419 0.0031 -0.6615
C -2.992757 0.198522 -2.838144 -0.0044 0.0012 0.0514 -0.4151
C 5.776813 3.147881 -2.002432 0.0162 0.0028 0.0025 -0.1804
H 6.207955 4.028967 -2.475567 0.0063 -0.0005 0.0008 0.1311
H -5.715544 -1.031170 -4.448687 0.0029 0.0007 0.0023 0.1043
H 7.064574 1.181350 0.258528 0.0036 0.0047 -0.0029 0.1339
As -2.598255 1.854696 -0.480997 0.0073 0.0776 0.0986 1.1137
Ca 0.195290 0.646607 0.014352 -0.1866 -0.5076 -0.4936 1.0986
H -0.754305 2.712981 -2.909700 -0.0192 -0.0059 -0.0139 -0.0033
C 1.120768 -3.999494 -2.507564 -0.0516 0.0447 0.0471 -0.1441
N 3.992155 2.328901 -0.567531 -0.0270 0.0175 -0.0437 -0.0604
H 4.619496 4.309951 -0.609240 0.0041 0.0228 -0.0042 0.1221
C 2.235905 -4.772103 -2.221270 0.0092 -0.0206 0.0181 -0.0490
H 0.358548 -0.846285 -4.689755 -0.0002 0.0115 0.0065 0.0132
O -0.787867 -3.351535 -0.220280 -0.0148 -0.0467 0.0230 -0.2979
C 4.466014 3.498566 -1.321357 -0.0454 -0.0366 0.0516 -0.0973
O -0.152816 0.985361 2.394570 0.0023 -0.0643 0.0620 -0.3695
H 2.133476 -5.832898 -2.038609 -0.0048 0.0039 0.0015 0.1080
H 0.246664 1.943253 -4.145836 0.0050 0.0083 0.0013 0.0194
H 5.144451 2.446172 1.153508 0.0141 -0.0085 0.0180 0.1373
H -0.983153 -1.913262 -4.320235 -0.0137 0.0096 -0.0065 0.0197
O -0.459666 -2.542596 1.973184 -0.0102 -0.0359 0.0544 -0.2856
C 1.757225 5.251259 1.535589 -0.0662 -0.0555 0.0430 -0.6874
C -5.140063 -0.477489 -3.717678 0.0106 -0.0010 0.0007 -0.0802
H -5.546180 1.500933 -1.013805 -0.0116 0.0005 -0.0057 0.0918
H -4.224465 3.768027 -0.845854 -0.0046 0.0184 -0.0097 0.0267
C 2.990334 1.622410 -1.016948 0.1241 -0.0715 -0.1327 -0.2679
H -1.251414 -0.466060 -5.347948 -0.0118 0.0155 0.0057 0.0289
O 0.808749 3.118937 0.333752 -0.1646 -0.0908 0.0269 -0.3968
F 3.001303 4.862389 1.263751 0.0373 -0.0146 -0.0090 0.1371
O -0.672636 4.308396 1.899977 -0.0042 0.1044 0.0269 -0.2501
H 3.699803 3.795575 -2.035583 0.0074 0.0004 -0.0108 0.1390
H -6.866213 0.273084 -2.686619 0.0017 0.0013 0.0035 0.1039
N 2.096670 1.002071 -1.423493 0.1980 0.1456 -0.0200 0.1043
C -5.036455 0.942763 -1.790362 -0.0037 -0.0020 -0.0047 -0.1099
C 1.678418 0.903381 4.359491 -0.0317 0.0259 -0.0819 -0.6900
S 0.627592 3.798637 1.611706 0.1972 -0.2111 0.2253 0.6091
H -1.497290 2.169100 -4.433246 0.0050 -0.0052 -0.0221 0.0309
S 1.207069 1.432577 2.657587 0.1489 0.3215 0.2238 0.5952
Cl -0.476198 -2.226250 0.588947 0.1059 0.0822 -0.2328 0.6665
H -3.583128 0.462499 1.375237 0.0126 -0.0073 -0.0270 0.0311
O 6.718474 2.685490 -1.052115 -0.0075 0.0038 -0.0046 -0.1189
O 2.169070 0.834657 1.753857 0.0013 0.0202 0.0485 -0.3225
H -3.163506 2.088242 1.941667 -0.0106 0.0032 0.0019 0.0279
C -0.740676 1.943811 -3.683341 -0.0094 0.0022 0.0227 -0.3074
H 6.118228 0.711255 -1.171271 -0.0011 -0.0192 -0.0155 0.0757
C -3.137703 3.693845 -0.843089 0.0163 0.0034 0.0739 -0.2803
As -1.035074 0.169838 -2.882714 0.0645 0.0728 -0.0239 1.1180
H 4.373595 -4.718049 -1.933382 0.0054 0.0017 -0.0046 0.1048
H 2.394892 -1.026480 -2.843540 0.0028 -0.0770 -0.0030 0.0695
H -2.750666 4.016566 -1.807875 0.0069 -0.0297 -0.0173 0.0204
H 5.607103 2.380173 -2.769406 -0.0006 -0.0044 0.0011 0.1319
C -5.784930 0.250596 -2.730618 -0.0105 0.0095 0.0115 -0.0818
N 1.314437 2.992164 2.803095 -0.2009 0.0617 -0.2337 -0.2733
C -0.711778 -0.875038 -4.494222 -0.0346 -0.0010 0.0020 -0.3287
N 1.175930 -2.689975 -2.733847 0.0999 -0.0719 -0.0697 0.0736
H -2.724846 4.331762 -0.061890 -0.0091 -0.0036 -0.0031 0.0168
O -1.453879 -1.147670 0.331547 0.3785 0.0492 0.1228 -0.4929
F 1.336406 6.056597 0.565109 0.0055 0.0257 -0.0353 0.1519
Br 5.177917 -1.872620 -2.335354 -0.0152 -0.0016 0.0078 0.7496
F 1.746767 5.904153 2.686981 0.0031 0.0219 0.0134 0.1627
H -3.270086 -1.076382 -4.548601 0.0054 0.0046 0.0051 0.0844
H 0.134848 -4.447031 -2.531319 0.0077 -0.0013 -0.0220 0.1075
F 0.797480 1.347543 5.238867 -0.0209 0.0227 0.0228 0.1698
C 4.983882 1.734371 0.341520 -0.0579 0.0044 0.0258 -0.0910
F 2.881882 1.386132 4.645498 0.0129 -0.0177 0.0255 0.1566
C 2.364278 -2.098845 -2.678114 -0.0605 0.0430 -0.0114 -0.2113
C -3.753481 -0.500147 -3.770676 -0.0275 0.0024 -0.0204 -0.1051
C 3.476068 -4.159696 -2.160742 -0.0143 0.0025 0.0120 -0.1107
```
Positions in Å, forces in eV/Å.

HOMO level: -0.3176 hartree
Energy: -11330.092267 Ha
M: 975.9 g/mol
Frontier orbital gap: 8.974 eV
LUMO: 0.33 eV